Record 1
The following is a quantum chemistry calculation of a cluster of 2 separate species, C7H16O2SSi in total, from OMol25.

Summary:
Spin multiplicity ... 3
Energy above the lowest of the compared OMol25 structures with the same formula, charge and spin ... 0.0 kJ/mol
Gap between HOMO and LUMO (spin up / spin down) ... 7.02 / 6.10 eV

```
27
Properties=species:S:1:pos:R:3:forces:R:3
C 0.2081 0.8353 -1.5373 1.1664 0.7876 -2.9869
C -0.2325 0.6086 -0.2862 -0.2955 -0.2933 3.6450
C 0.1930 2.1646 -2.2028 0.0889 -0.1316 -0.0337
C -0.9751 1.6947 0.4519 -0.1340 -0.2822 -0.1406
C 0.6920 -2.3624 -0.6740 -0.2877 0.6531 0.2464
C -2.1004 -1.6534 0.5577 0.6174 0.2755 -0.1780
C 0.4958 -1.1662 2.1963 -0.3450 -0.0080 -0.6351
O 2.9181 0.3044 0.4546 1.3630 -1.9816 -0.5506
O 2.1223 2.5985 0.2639 -0.1205 2.1006 -0.6261
Si -0.2609 -1.1564 0.4441 -0.0322 -0.7549 0.5105
S 1.9498 1.2930 0.8580 -1.4351 -0.3173 0.9633
H 0.7098 0.0383 -2.0623 0.0680 -0.2234 -0.1054
H 0.4886 2.0907 -3.2450 -0.0280 0.0178 -0.0565
H 0.9091 2.8109 -1.6807 -0.1547 0.0181 -0.1162
H -0.7850 2.6334 -2.1330 -0.1598 0.1432 -0.0072
H -1.1526 1.4164 1.4887 -0.0063 0.0292 0.0505
H -1.9463 1.8572 -0.0200 -0.1143 0.0117 -0.0631
H -0.4287 2.6356 0.4221 -0.0107 0.0881 -0.0261
H 0.3146 -2.3475 -1.6924 -0.1054 0.0003 -0.1932
H 1.7456 -2.1004 -0.7026 0.1846 0.1153 0.0283
H 0.6200 -3.3848 -0.3200 -0.1169 -0.1667 0.2011
H -2.5336 -1.7971 -0.4280 -0.0399 -0.0309 -0.1992
H -2.2240 -2.5781 1.1115 0.0659 -0.1945 0.1112
H -2.6874 -0.8908 1.0592 -0.0827 0.1832 0.1509
H 1.5697 -1.0243 2.1569 0.1666 0.0014 -0.0635
H 0.0767 -0.3989 2.8401 -0.1247 0.1914 0.0639
H 0.3131 -2.1216 2.6792 -0.1275 -0.2321 0.0103
```
Positions in Å, forces in eV/Å.

Record 2
The following is a quantum chemistry calculation of an isolated molecule of C15H22N2O4, from OMol25.

Summary:
Energy above the lowest of the compared OMol25 structures with the same formula, charge and spin ... 310.3 kJ/mol
Gap between HOMO and LUMO ... 9.08 eV

```
43
Properties=species:S:1:pos:R:3:forces:R:3
C -0.3487 -2.4757 0.5928 2.2991 -0.5764 -1.4526
C 0.7542 -1.7781 -0.4029 -0.6214 -2.7488 0.9131
C -1.6218 -2.6647 -0.3582 0.6903 -0.2821 3.9338
C -2.4379 -1.4174 -0.4509 -0.0620 1.7682 0.7766
C -3.7893 -1.5448 -0.0432 0.6099 -1.0894 -0.7700
C -1.9623 -0.0441 -0.6527 0.1355 -2.9241 -0.6059
C -4.6980 -0.5396 -0.1347 -1.3660 1.1947 0.7355
C -2.9001 0.9311 -0.8078 -0.3705 -0.2492 1.0584
C -4.2133 0.7113 -0.4894 -2.4115 0.2991 -0.7298
C 2.6885 -0.1351 -0.5572 -0.4840 -1.3052 1.1113
C 3.9451 -1.0359 -0.5117 -0.3962 -3.3082 -0.7920
C 3.0409 1.1895 0.1063 -0.8235 1.6752 -2.6247
C 1.8512 2.1251 -0.0697 -2.2011 -0.1400 2.4276
C 2.1140 3.6437 -0.1508 -1.4366 0.1856 -0.0144
C 0.6819 1.8570 1.0315 -0.8372 1.6934 -0.7421
H -0.6802 -0.9053 1.7415 -0.9786 1.2050 0.4992
H -0.8927 -2.3384 2.5288 -0.8440 -0.2614 0.9827
H 0.0930 -3.5170 0.7958 -0.6012 1.3827 -0.6218
H -1.1766 -3.1650 -1.1916 -0.2287 0.1567 -0.9871
H -2.2280 -3.3930 0.2407 0.2316 0.3065 -0.9278
H -4.2164 -2.4914 0.2775 0.5684 -0.2417 -0.1754
H -0.9129 0.2908 -0.8031 -0.7298 -0.9794 -0.0587
H -5.8169 -0.6610 0.1352 2.0544 0.0640 -0.4285
H -2.5732 1.8774 -1.0737 0.3337 1.8593 -0.4315
H -6.0015 1.2433 -0.5905 -0.2368 0.3725 -0.0031
H 1.4002 -0.6492 1.1561 0.1415 -0.5036 -0.6853
H 2.2811 -0.0233 -1.5761 0.8301 0.0221 0.1533
H 3.3708 1.0838 1.0905 0.2871 -0.3135 1.8264
H 3.8568 1.7410 -0.4062 -0.0644 -0.9943 -0.0575
H 1.3083 1.8059 -0.9327 0.1043 -0.0461 -1.0698
H 3.0488 3.8790 0.3566 -0.2350 0.3317 0.3484
H 1.1780 4.1798 0.2965 2.0056 -0.6373 -0.7098
H 2.2264 3.9964 -1.1973 -0.0704 -0.2896 0.5392
H 0.6314 2.6517 1.8415 0.2327 -1.0332 -0.8974
H -0.2986 1.8886 0.4706 0.8615 0.6164 0.5698
H 0.5626 0.8734 1.4526 0.7419 -0.0447 0.4616
H 5.7655 -1.2492 -0.5244 -0.8709 1.3656 -0.5272
N -0.3367 -1.8161 1.9051 0.6814 -0.5448 -2.0913
N 1.5054 -0.8224 0.1538 2.1540 1.5573 -0.1360
O 0.9075 -2.2899 -1.5027 -0.0681 1.1510 0.1967
O -5.1664 1.7164 -0.6472 0.9124 -0.2807 0.0388
O 3.9081 -2.2630 -0.4006 -0.3772 2.2031 0.3116
O 5.1519 -0.4656 -0.6982 0.4398 -0.6164 0.6557
```
Positions in Å, forces in eV/Å.

Record 3
The following is a quantum chemistry calculation of a cluster of 4 separate species, C9H23Br6O3PSSi in total, from OMol25.

Summary:
Gap between HOMO and LUMO ... 9.27 eV

```
44
Properties=species:S:1:pos:R:3:forces:R:3
O -4.2060 -1.2663 5.0902 0.1926 0.1428 -0.1888
P -3.2294 -0.3592 4.4712 -0.5572 -0.2916 0.5990
O -1.9494 -0.1285 5.4519 -0.2475 0.2766 -0.5357
O -3.8409 1.1347 4.2651 0.3983 -0.2056 0.0124
Si -2.5324 -1.1686 2.4692 0.1477 -0.1004 0.1588
C -0.8682 -2.0154 2.6745 0.1955 0.0360 -0.4739
C 0.4138 -1.2007 2.3894 -0.0416 -0.1014 0.4778
C 0.4368 0.2395 2.9172 0.1072 -0.0466 -0.3019
S 0.1347 1.5343 1.6642 0.0401 0.1573 0.0886
H -1.7931 0.8146 5.5821 0.0832 0.0139 0.1832
H -3.4009 1.6132 3.5520 -0.0485 0.1201 -0.0228
H -3.6072 -2.1001 2.0872 0.0101 -0.0380 0.0235
H -2.5316 -0.0511 1.5049 0.0113 0.0333 -0.0500
H -0.8031 -2.4677 3.6659 -0.1953 0.1109 0.0908
H -0.8835 -2.8580 1.9753 -0.0145 -0.0344 0.0464
H 1.2350 -1.7295 2.8826 0.0133 -0.0455 -0.0923
H 0.6498 -1.2152 1.3283 -0.0760 0.1209 -0.0652
H 1.4470 0.4811 3.2477 -0.0073 0.0141 0.0330
H -0.2051 0.3682 3.7860 -0.0326 0.0256 -0.0288
H -1.2027 1.6204 1.6929 0.0807 -0.1215 0.0569
Br -1.0301 5.2285 3.1159 0.0230 0.0125 -0.0357
C -1.4694 6.3315 1.5763 -0.0461 -0.0313 0.1225
C -1.8924 5.5016 0.3939 0.0845 -0.0068 -0.1485
Br -0.3861 4.6121 -0.4564 -0.0717 -0.0134 0.0619
H -0.5912 6.9324 1.3631 -0.0005 0.0018 -0.0200
H -2.2845 6.9763 1.8968 -0.0160 -0.0140 -0.0196
H -2.3329 6.1339 -0.3737 0.0058 0.0260 0.0214
H -2.5973 4.7244 0.6712 -0.0230 0.0168 0.0143
Br 1.2758 -3.7318 -0.1103 -0.0351 -0.0767 -0.0405
C 1.3081 -3.1305 -1.9613 -0.0035 -0.0531 0.0668
C 2.5564 -2.3505 -2.2668 0.0119 0.1539 -0.0256
Br 2.5032 -0.5781 -1.4638 0.0137 -0.0492 0.0001
H 0.4114 -2.5365 -2.1070 -0.0015 0.0003 -0.0296
H 1.2548 -4.0294 -2.5714 0.0490 0.0041 0.0008
H 2.6511 -2.1910 -3.3383 -0.0269 -0.0023 0.0176
H 3.4518 -2.8361 -1.8919 -0.0095 -0.0333 -0.0013
Br 2.5135 -3.9353 -5.8110 -0.0222 0.0262 -0.0130
C 2.3554 -2.4450 -7.0534 0.0056 -0.0880 -0.0087
C 3.5914 -1.5847 -7.0608 -0.0051 0.0950 0.0794
Br 3.7194 -0.4998 -5.4532 0.0193 -0.0188 -0.0094
H 1.4713 -1.8896 -6.7575 0.0033 0.0239 -0.0173
H 2.1953 -2.8921 -8.0317 0.0321 -0.0083 0.0018
H 3.5587 -0.8848 -7.8926 -0.0331 -0.0049 -0.0019
H 4.5028 -2.1714 -7.1140 -0.0136 -0.0269 -0.0267
```
Positions in Å, forces in eV/Å.

Record 4
The following is a quantum chemistry calculation of a cluster of 2 separate species, C2H6FO2P in total, from OMol25.

Summary:
Energy above the lowest of the compared OMol25 structures with the same formula, charge and spin ... 467.3 kJ/mol
Gap between HOMO and LUMO (spin up / spin down) ... 8.77 / 6.73 eV

```
12
Properties=species:S:1:pos:R:3:forces:R:3
C 1.1646 -1.4944 0.3482 1.3600 1.0543 1.4868
C -1.6300 1.5377 0.0922 -0.7877 -0.9884 4.0840
O 0.7037 -0.6205 -0.5975 -1.5712 0.0797 -1.0501
O -2.4382 0.5501 -0.5018 -0.8563 -0.1005 -0.9406
F -1.9045 -1.2710 0.9850 -0.1249 -0.1811 -1.6636
P -2.0871 -0.9540 -0.6506 1.5507 -0.6129 2.1679
H 2.1934 -1.9181 0.0576 -1.6571 -0.1371 0.0924
H 0.3557 -2.2114 0.6064 0.9363 -0.1214 -0.0320
H 1.3987 -0.8681 1.2780 -0.3829 -1.0286 -0.5215
H -1.8327 2.4045 -0.4314 0.5171 1.8298 -0.9809
H -0.6825 1.1295 0.3130 1.8053 0.0865 -1.2411
H -1.8809 1.6697 1.2008 -0.7893 0.1196 -1.4013
```
Positions in Å, forces in eV/Å.

Energy / Eh: -1114.36075 -995.20336 -17055.63747 -671.39771